[1]
One molecule with the formula C4H6N2O2 at a distorted geometry, computed with wB97M-V/def2-TZVPD.

Computed properties:
Relative energy (zero: lowest compared OMol25 entry of this formula, charge and spin): 421.0 kJ/mol
Charge: 0
LUMO level: 0.27 eV
SMILES: O=C1CNN=C[C@H]1O
HOMO: -0.3446 Ha

The geometry in XYZ format:
```
14
Properties=species:S:1:pos:R:3:forces:R:3:lowdin_charge:R:1
O -2.3625 0.1219 -0.5989 1.5 -2.1 1.0 0.053
C -1.2608 -0.1184 -0.1030 -0.3 2.7 -2.7 -0.319
C -0.5914 1.2033 0.4797 -1.4 -2.4 -1.4 -0.073
N 0.9174 1.1543 0.3852 -3.2 0.1 1.5 -0.055
N 1.4862 0.4437 -0.5873 1.1 -0.2 -0.2 -0.011
C 1.0982 -0.7303 -0.8630 -3.2 0.1 0.1 -0.094
C -0.2845 -1.3180 -0.2152 1.0 0.0 -0.5 -0.205
O 0.0512 -1.4732 1.2171 3.9 0.8 -1.3 -0.110
H -1.1108 1.9891 -0.1706 1.2 -0.8 1.0 0.142
H -1.1333 1.1377 1.4440 1.3 0.8 0.3 0.126
H 1.1496 2.1005 0.3395 1.3 1.4 -0.2 0.093
H 1.6151 -1.1722 -1.6853 0.1 -0.7 -0.3 0.093
H -0.6551 -2.2721 -0.8630 0.7 2.1 2.1 0.184
H 1.0807 -1.0663 1.2210 -4.2 -1.8 0.5 0.179
```
Forces are in eV/Å.


[2]
C16H23IN2Zr as an isolated structure at a distorted geometry, computed with wB97M-V/def2-TZVPD.

Computed properties:
Charge: +2
LUMO level: -8.59 eV
HOMO: -0.5644 Ha

The geometry in XYZ format:
```
43
Properties=species:S:1:pos:R:3:forces:R:3:lowdin_charge:R:1
C 1.5028 0.7446 3.6907 -0.1 1.5 -0.2 -0.194
C 1.2873 -0.7209 3.5866 0.1 -0.7 0.7 -0.180
H 2.5137 1.1173 3.4614 -0.2 -0.4 0.5 0.068
H 1.0831 1.2079 4.5950 0.5 -0.3 -0.1 0.097
H 0.8861 1.1379 2.9037 -0.6 1.0 -0.6 0.013
H 1.3250 -0.9921 2.5340 0.0 -0.4 -0.6 -0.024
H 2.1476 -1.2317 4.0379 -0.8 -0.5 0.2 0.094
H 0.2653 -0.9841 3.9549 1.2 -0.3 0.0 0.084
C 1.0602 2.7867 -1.3146 -0.2 -1.7 -0.5 -0.048
C 1.1751 3.5492 -2.4416 0.1 1.0 0.3 0.006
C 1.0736 2.9393 -3.6843 0.2 -0.1 -0.2 0.046
C 0.8841 1.5517 -3.8045 -0.2 -0.6 0.1 0.060
H 1.1398 3.1751 -0.2944 -0.1 -0.2 -0.4 0.148
H 1.3494 4.6220 -2.2842 -0.1 -0.5 -0.5 0.149
H 1.2083 3.5905 -4.5487 -0.2 -0.5 0.0 0.146
H 0.8249 1.0502 -4.7622 0.1 0.4 -0.1 0.128
N 0.8730 1.4422 -1.4637 -0.2 0.3 -0.8 -0.144
C 0.7788 0.7501 -2.6661 0.5 2.5 0.4 -0.163
C 0.6602 -0.7352 -2.6516 -0.1 -2.9 0.0 -0.159
N 0.6835 -1.4326 -1.4426 -0.3 -0.1 -0.7 -0.137
C 0.5958 -2.7891 -1.2748 0.1 1.8 -0.4 -0.042
C 0.4849 -2.9669 -3.6412 0.0 0.3 -0.2 0.046
C 0.4949 -3.5737 -2.3890 -0.1 -1.0 0.2 0.001
H 0.6217 -3.1715 -0.2447 0.0 0.2 -0.5 0.151
H 0.4353 -4.6634 -2.2167 0.0 0.7 -0.6 0.152
C 0.5635 -1.5590 -3.7859 0.1 0.3 0.4 0.064
H 0.5731 -1.0769 -4.7562 -0.1 -0.4 -0.1 0.127
H 0.4232 -3.6447 -4.4977 0.0 0.6 0.0 0.145
Zr 0.8217 0.0204 0.0050 0.5 -0.1 3.6 1.298
I 3.5891 -0.0462 0.4121 -1.0 0.0 0.1 0.260
C -2.0207 0.3987 3.2187 0.0 0.3 0.4 -0.078
C -2.0763 -0.3730 1.9104 0.2 -0.3 -0.2 -0.492
C -3.5381 -0.5109 1.4857 -0.2 0.1 -0.2 -0.081
C -1.2128 0.2748 0.7826 0.6 -0.5 1.1 -0.285
H -2.2922 1.4470 3.0629 -0.1 0.0 0.0 0.096
H -1.0492 0.3952 3.7235 -0.3 0.0 -0.3 0.038
H -2.7559 -0.0156 3.9216 0.2 0.1 -0.2 0.100
H -1.7075 -1.3920 2.1106 0.1 0.2 -0.2 0.124
H -3.9764 0.4732 1.3007 0.0 0.0 0.0 0.093
H -3.6713 -1.1051 0.5787 0.1 0.0 0.0 0.078
H -4.1200 -0.9939 2.2762 0.1 0.1 -0.1 0.092
H -1.3090 1.3729 0.8099 -0.1 0.1 -0.1 0.071
H -1.5959 -0.0683 -0.1980 -0.1 0.0 -0.4 0.052
```
Forces are in eV/Å.


[3]
An isolated ion of composition C3H6N3 and charge +1 at a distorted geometry, computed with wB97M-V/def2-TZVPD.

Computed properties:
Relative energy (zero: lowest compared OMol25 entry of this formula, charge and spin): 205.6 kJ/mol
Charge: +1
LUMO level: -4.78 eV
SMILES: [H]/N=C/N=C=[NH+]C
HOMO: -0.5703 Ha

The geometry in XYZ format:
```
12
Properties=species:S:1:pos:R:3:forces:R:3:lowdin_charge:R:1
H -3.4936 1.3862 -0.1742 -0.2 0.0 -0.6 0.091
N -2.6315 0.8468 -0.2562 -1.6 1.1 0.9 0.168
C -2.7741 -0.3481 0.0757 0.4 -0.5 -1.1 -0.200
N -1.4981 -0.9438 0.1626 2.2 -0.7 -0.3 0.219
C -0.4156 -0.6564 -0.2363 -2.5 -1.3 1.4 -0.046
N 0.7897 -0.6490 -0.5536 0.8 1.3 0.8 0.080
C 1.8804 0.0492 0.1486 2.0 -1.3 1.4 0.005
H -3.5699 -1.1180 0.1500 0.1 1.1 0.4 0.152
H 1.0322 -1.2580 -1.2775 0.6 -1.0 -1.6 0.163
H 2.3126 0.7893 -0.5053 0.1 0.1 -0.3 0.085
H 1.5281 0.5963 1.0629 0.2 -1.0 -0.8 0.119
H 2.7139 -0.8017 0.3858 -2.1 2.3 -0.3 0.164
```
Forces are in eV/Å.


Ordered gap between HOMO and LUMO results: 9.65; 6.77; 10.74; unit eV.
Ordered DFT total energy results: -415.88028; -1077.15702; -281.83957; unit hartree.